70
Properties=species:S:1:pos:R:3:lowdin_spin:R:1 method="wB97M-V/def2-TZVPD" homo_lumo_gap_ev="6.222 / 5.932" e_above_lowest_kj_mol=341.8 lumo_energy_ev="1.9 / 1.5" spin_multiplicity=2 charge=-1 e_homo_ev="-4.298 / -4.473"
Au 0.44940 -0.14919 -0.28658 -0.012
Ge -1.49925 2.14840 0.03641 0.075
Cl 1.04983 1.62967 2.57301 0.001
Cl -1.45468 -1.85023 5.83060 0.000
Cl -1.74095 -2.45618 0.47161 -0.004
Cl -2.63425 -3.31077 3.33935 0.000
Cl 0.42456 0.60508 5.43228 0.000
N 0.41854 0.15735 -2.23774 0.491
N 7.94770 -0.49958 0.48440 0.000
C 1.17939 2.24502 -5.12405 -0.008
C -0.92994 5.37768 2.74825 0.000
C -2.19309 2.59451 -1.76090 0.013
C -3.10035 4.19404 -3.33535 0.000
C -5.34083 0.66922 1.12187 0.000
C -2.96505 1.23836 2.42052 0.004
C 1.35244 2.41114 -2.35323 0.122
C 4.82108 0.01912 -1.01646 -0.001
C 1.68241 3.50007 -3.12840 -0.009
C -2.30346 1.60580 -2.73814 0.006
C -0.27659 -0.53034 1.62490 -0.011
C 6.80579 -0.42150 0.36348 0.000
C -3.18446 3.20510 -4.30666 0.001
C -2.57948 3.89648 -2.08165 0.003
C 0.19595 4.50911 0.37718 0.005
C -1.02673 -1.33696 4.23937 -0.001
C -4.01687 0.66718 3.12425 0.000
C -0.18632 -0.24193 4.05711 0.000
C -1.50196 4.31924 2.05313 0.005
C -5.20897 0.37687 2.47256 0.003
C -1.12474 -1.60633 1.85643 -0.004
C 3.16655 -0.53896 1.13565 -0.004
C 4.54182 -0.60354 1.29322 -0.001
C -4.27890 1.22474 0.41727 0.004
C 5.37858 -0.32847 0.21250 0.001
C 0.85379 1.20489 -2.93300 0.022
C 3.44296 0.08468 -1.15674 -0.003
C -1.52755 -2.00570 3.12636 0.000
C 2.59493 -0.19180 -0.08772 -0.027
C 0.81092 1.16020 -4.36047 0.125
C -3.07591 1.52441 1.05597 0.013
C -0.94277 3.85946 0.86108 0.017
C -2.77299 1.91241 -4.00954 0.001
C 0.22204 5.98759 2.27296 0.004
C 1.59083 3.43511 -4.52023 0.153
C 0.14164 0.16375 2.76438 -0.001
C 0.77861 5.55825 1.07435 0.000
H 1.42306 2.44509 -1.27153 0.008
H 4.97276 -0.86907 2.25101 0.000
H 5.47073 0.22999 -1.85697 0.000
H -2.80704 1.13943 -4.76844 0.000
H 1.67963 6.02637 0.69559 0.000
H -2.04003 1.46191 2.93789 0.000
H 1.14079 2.17724 -6.20533 -0.004
H 0.68815 6.78820 2.83398 0.000
H 0.50146 0.22564 -4.81233 0.005
H -6.27514 0.45813 0.61439 0.000
H -2.01450 0.58775 -2.50170 0.001
H -6.02863 -0.07752 3.01592 0.000
H 2.53766 -0.76566 1.98794 -0.001
H -3.57967 3.44320 -5.28699 0.000
H 0.63709 4.18136 -0.55664 0.001
H -2.39656 3.84625 2.44093 0.000
H -1.37658 5.71636 3.67596 0.000
H -3.90218 0.44284 4.17927 0.000
H -2.48267 4.68219 -1.33932 0.000
H -4.38948 1.43175 -0.64170 0.000
H 1.83613 4.29920 -5.12414 0.010
H -3.44450 5.19891 -3.55219 0.000
H 3.03225 0.35123 -2.12062 0.001
H 2.03218 4.41251 -2.65820 -0.004